# C17H16FNO4

An isolated molecule of C17H16FNO4 (the ωB97M-V functional and the def2-TZVPD basis, the Open Molecules 2025 dataset).

Geometry as XYZ:
```
39
Properties=species:S:1:pos:R:3
C 5.09778 6.11688 1.43148
O 5.01950 5.62156 0.11623
C 4.21423 4.55843 -0.13630
C 4.17630 4.12424 -1.46465
C 3.39081 3.05443 -1.82354
C 2.63569 2.37170 -0.86934
C 1.79661 1.23198 -1.32188
O 1.31815 1.16219 -2.43793
N 1.64661 0.22962 -0.41235
C 0.69858 -0.82983 -0.62363
C -0.29527 -0.88764 0.52264
O -0.19507 -0.24154 1.53349
O -1.26996 -1.75619 0.27642
C -2.25832 -1.91145 1.29946
C -3.26952 -2.93360 0.86523
C -3.70733 -2.96502 -0.45338
C -4.64638 -3.89406 -0.86114
C -5.14833 -4.78455 0.07056
F -6.06754 -5.69122 -0.31730
C -4.73301 -4.77234 1.38954
C -3.78552 -3.84304 1.77946
C 2.66246 2.81560 0.44724
C 3.44030 3.89950 0.81480
H 5.48247 5.36101 2.12359
H 4.12534 6.47394 1.78506
H 5.79377 6.95313 1.38971
H 4.77157 4.65248 -2.19228
H 3.34689 2.72160 -2.84914
H 1.94590 0.37055 0.54046
H 1.19660 -1.80472 -0.69939
H 0.18182 -0.63536 -1.56902
H -2.73807 -0.93824 1.47184
H -1.76612 -2.20973 2.23169
H -3.30036 -2.26259 -1.16344
H -4.99187 -3.93314 -1.88185
H -5.14415 -5.48306 2.08855
H -3.44835 -3.82490 2.80498
H 2.04753 2.34473 1.20128
H 3.42984 4.22423 1.84340
```

* F_max: 0.6 eV/Å
* E_LUMO: 0.67 eV
* SMILES: COc1ccc(C(=O)NCC(=O)OCc2ccc(F)cc2)cc1

***

# C5H8O

An isolated molecule of C5H8O at a distorted geometry (the ωB97M-V functional and the def2-TZVPD basis, the Open Molecules 2025 dataset).

Geometry as XYZ:
```
14
Properties=species:S:1:pos:R:3
O 1.87966 -0.26947 0.13159
C 2.16427 0.97581 0.45247
C 0.47727 -0.26765 0.54606
C -0.29322 -1.18525 -0.36575
C -1.49103 -0.22351 -0.25411
C -0.49129 0.89125 0.13497
H 2.70254 1.37004 -0.42974
H 0.42935 -0.44980 1.62099
H 0.16030 -1.12215 -1.36347
H -0.35862 -2.22285 -0.05080
H -2.09202 -0.07098 -1.15225
H -2.14561 -0.49391 0.57739
H -0.16264 1.45020 -0.75074
H -0.77896 1.61828 0.90339
```

* F_max: 1.5 eV/Å
* E_LUMO: 0.57 eV

***

# C36H30BrF3IN5O3S3SbTi

A structure of composition C36H30BrF3IN5O3S3SbTi at a distorted geometry (the ωB97M-V functional and the def2-TZVPD basis, the Open Molecules 2025 dataset).

Geometry as XYZ:
```
84
Properties=species:S:1:pos:R:3
Ti -0.09829 0.58838 -1.96274
C -2.39765 -3.24716 0.35635
C -1.05066 -3.77616 -0.00866
C -0.78296 -5.13181 0.26901
C 0.43826 -5.64396 -0.18122
C 1.43045 -4.70870 -0.65171
C 1.07030 -3.35786 -0.79981
N -0.17924 -2.94116 -0.54682
Sb 2.86635 -2.22717 -1.21288
C 2.50715 -0.72623 0.24512
C 3.09697 0.52926 0.31394
C 3.06608 1.17324 1.54929
C 2.33238 0.61695 2.60079
C 1.82888 -0.65008 2.51725
C 1.26433 -1.29224 3.84905
N 1.96529 -1.31885 1.33055
C 1.89507 -1.71112 -3.15677
C 2.52978 -2.41294 -4.16435
C 1.99559 -2.42410 -5.46872
C 0.79933 -1.70352 -5.64655
C 0.26093 -0.94539 -4.62006
C -0.90477 -0.06320 -4.87716
N 0.79762 -0.95939 -3.38173
H -2.23223 -2.22650 0.58951
H -3.16120 -3.36163 -0.43677
H -2.84681 -3.74134 1.28175
H -1.62003 -5.60213 0.77037
H 0.73463 -6.71860 -0.11281
H 2.41984 -5.11481 -0.87413
H 3.59236 0.98818 -0.51175
H 3.61541 2.06977 1.65581
H 2.34289 1.10753 3.53401
H 2.05184 -1.36829 4.61490
H 0.56904 -0.52633 4.29151
H 0.70521 -2.25814 3.68322
H 3.39944 -3.00908 -4.00753
H 2.41105 -3.04702 -6.19183
H 0.31566 -1.82516 -6.59985
H -0.62391 0.97046 -5.01378
H -1.47686 -0.33484 -5.73067
H -1.53081 -0.13534 -4.00314
C -2.29314 -2.29932 -2.94907
C -2.87077 -1.19713 -2.19585
C -4.32853 -1.21055 -2.09293
C -4.94911 -0.32029 -1.26074
C -4.11050 0.52732 -0.44650
C -4.70595 1.32184 0.56317
C -3.89744 2.02919 1.46809
C -2.51584 1.99706 1.21986
C -1.86288 1.27057 0.24941
S -0.11689 1.19570 0.21180
C -2.69163 0.50785 -0.65090
N -2.09000 -0.32943 -1.55782
H -2.70276 -2.49166 -4.01191
H -2.54544 -3.27387 -2.44288
H -1.19480 -2.31681 -2.92945
H -4.72463 -1.97308 -2.72038
H -6.06442 -0.40268 -1.28735
H -5.75706 1.25117 0.59109
H -4.28971 2.59109 2.36756
H -1.80491 2.41802 1.89418
F 4.25410 3.55854 -4.22995
C 3.43410 3.15788 -3.23295
F 4.19164 3.27149 -2.06180
F 2.48599 4.07194 -3.18829
S 2.76638 1.39640 -3.31570
O 3.92535 0.51419 -3.03547
O 1.74703 1.43103 -2.19801
O 2.17665 1.27470 -4.61136
S -2.09827 4.38751 -3.83636
C -1.48892 3.08569 -3.25835
N -0.98370 2.09198 -2.86713
Br 2.71635 4.82946 4.87958
C 1.67821 4.45540 6.31973
C 2.11550 4.86888 7.62178
C 1.38439 4.58064 8.76008
C 0.21314 3.73814 8.62531
C -0.11323 3.27277 7.37645
C 0.53712 3.71109 6.23570
I -0.09364 2.94739 4.46909
H 3.08699 5.44941 7.69942
H 1.56846 4.91829 9.76589
H -0.32419 3.42617 9.48128
H -1.05976 2.73247 7.29070
```

* F_max: 3.7 eV/Å
* E_LUMO (spin up / spin down): -0.57 / -0.51 eV
* multiplicity: 2

***

# H3N2O3S

A structure of composition H3N2O3S at a distorted geometry (the ωB97M-V functional and the def2-TZVPD basis, the Open Molecules 2025 dataset).

Geometry as XYZ:
```
9
Properties=species:S:1:pos:R:3
N 2.46973 2.03663 1.68338
N 2.33640 0.80592 1.13415
O -3.18795 -0.66936 -0.81278
O -1.35616 -2.75986 -0.64511
O -0.93993 -1.11601 -2.38767
S -1.15088 -1.33172 -1.00317
H -2.88813 0.16834 -0.65825
H 3.39388 2.35125 1.46844
H 1.32303 0.51481 1.22101
```

* F_max: 6.8 eV/Å
* total charge: -1
* E_LUMO: 2.29 eV

***

# H4N3OPS

An isolated molecule of H4N3OPS at a distorted geometry (the ωB97M-V functional and the def2-TZVPD basis, the Open Molecules 2025 dataset).

Geometry as XYZ:
```
10
Properties=species:S:1:pos:R:3
N -0.97698 -0.43267 -1.04399
N -0.55556 1.16422 0.70691
N 1.58875 -0.05243 -0.03016
O -0.14109 -1.64169 1.13282
P 0.05395 -0.42743 0.32270
S -1.69628 1.14952 -0.67679
H -1.49804 -1.21925 -1.27323
H -1.03317 1.36944 1.69927
H 2.22795 0.77741 -0.08269
H 2.03046 -0.68711 -0.75485
```

* F_max: 4.4 eV/Å
* E_LUMO: 0.32 eV

***

# C27H32ClIN7O2Pd

A structure of composition C27H32ClIN7O2Pd at a distorted geometry (the ωB97M-V functional and the def2-TZVPD basis, the Open Molecules 2025 dataset).

Geometry as XYZ:
```
71
Properties=species:S:1:pos:R:3
Pd 11.75017 15.72739 7.87337
C 14.30295 14.47323 6.35151
N 13.93758 15.36414 7.48475
C 14.75279 14.87406 8.65540
C 14.47534 16.71491 7.07629
C 13.65531 17.85686 7.61006
N 12.17484 17.66983 7.34080
C 11.37652 18.63779 8.06452
C 11.82224 17.62539 5.87050
H 15.38782 14.51526 6.22107
H 13.81511 14.83380 5.43104
H 13.99050 13.44073 6.53071
H 15.83177 14.91909 8.41144
H 14.48802 13.81556 8.82306
H 14.56189 15.44539 9.56125
H 14.55373 16.74333 5.97107
H 15.50037 16.79002 7.47805
H 13.96357 18.80294 7.13580
H 13.74386 17.93244 8.70812
H 11.54704 19.64451 7.68206
H 11.62452 18.63451 9.13672
H 10.29748 18.44504 7.92732
H 12.04321 18.60037 5.40738
H 10.75337 17.41371 5.78805
H 12.41402 16.82363 5.36382
C 9.59466 14.39051 10.69180
C 10.91438 14.20382 10.28902
N 11.90874 15.07757 10.52987
C 11.72350 15.98286 11.46123
C 10.45732 16.18279 12.10212
C 9.34670 15.47142 11.51779
C 10.33979 16.89591 13.35820
C 11.33789 16.92626 14.30059
C 12.55659 16.10174 14.33590
C 13.55274 16.46363 15.24818
C 14.66462 15.65070 15.30611
N 14.88925 14.66433 14.42773
C 13.87858 14.40306 13.61477
N 12.70050 14.99139 13.59045
H 8.79168 13.73642 10.29014
H 11.19766 13.32110 9.71194
H 12.58773 16.61508 11.71723
H 8.33523 15.74122 11.81371
H 9.37288 17.36234 13.58470
H 11.26657 17.62232 15.15173
H 13.41575 17.31741 15.92020
H 15.44330 15.79552 16.06048
H 14.00266 13.55974 12.92080
I 5.24818 16.76807 8.25507
C 7.21674 16.26800 7.79838
C 7.53120 15.10190 7.07496
N 8.87580 15.00111 6.97118
N 9.48570 16.06521 7.57304
C 8.48172 16.87732 8.08072
H 6.85711 14.38987 6.62674
H 9.58492 13.85234 6.49495
H 8.67848 17.80050 8.57293
Cl 11.09740 6.55549 8.21095
C 11.04635 8.24634 7.84661
C 9.83079 8.96091 7.91172
C 9.82762 10.31186 7.53416
C 11.02988 10.97247 7.18625
C 12.22476 10.24105 7.12892
C 12.23882 8.87191 7.42561
C 11.00896 12.45137 6.90628
O 9.87412 12.84440 6.35167
O 11.97191 13.16173 7.22798
H 8.90523 8.45075 8.24438
H 8.88124 10.86473 7.51910
H 13.14670 10.77331 6.88498
H 13.15299 8.28331 7.37970
```

* F_max: 3.1 eV/Å
* total charge: -1
* E_LUMO (spin up / spin down): 2.11 / 2.11 eV